Computed, not measured: a cluster of 14 separate species, C52H108N4O14 in total, with ωB97M-V with the def2-TZVPD basis set.

Calculated values
2S+1 ... 1
ΔE to the lowest compared entry with this formula, charge and spin ... 7.135 eV
Molecular weight ... 1013.450 g/mol
Orbital gap ... 9.49 eV
Total energy ... -3318.12947 Eh

Geometry as XYZ:
```
178
Properties=species:S:1:pos:R:3:forces:R:3
C -0.326 -0.030 1.248 1.6 0.3 1.5
O 0.424 0.312 2.182 -1.6 -0.7 -1.7
N 0.062 -0.361 0.004 -0.6 -0.9 -0.7
C -1.001 -0.592 -1.013 1.0 0.6 0.4
C 1.449 -0.473 -0.421 0.2 1.6 0.6
H -1.417 -0.165 1.299 0.0 0.4 0.7
H -1.972 -0.359 -0.574 0.1 -0.3 0.0
H -0.963 -1.595 -1.436 -0.1 0.0 0.1
H -0.859 0.140 -1.808 0.0 -0.1 -0.2
H 2.137 -0.039 0.305 -0.5 -0.2 0.7
H 1.834 -1.478 -0.590 -0.5 0.0 -0.6
H 1.558 0.277 -1.205 0.3 -0.7 -0.9
C 2.960 -3.222 -6.425 -1.8 -2.1 1.0
O 2.108 -3.474 -5.557 1.4 0.9 -1.1
N 3.386 -2.058 -6.873 1.4 1.1 -1.1
C 4.553 -2.044 -7.797 0.1 0.9 0.5
C 3.052 -0.791 -6.248 0.0 -0.1 0.2
H 3.424 -4.021 -7.023 0.0 -0.3 0.2
H 4.458 -1.207 -8.489 -0.3 -0.1 -0.1
H 4.794 -2.940 -8.368 -0.9 -0.2 0.2
H 5.480 -1.846 -7.258 0.0 0.1 0.4
H 2.245 -0.937 -5.531 0.0 -0.1 -0.2
H 3.918 -0.411 -5.706 0.1 0.1 0.1
H 2.768 -0.047 -6.992 -0.1 -0.1 -0.1
C -5.266 3.962 4.335 1.5 0.2 -0.9
O -4.718 3.929 3.237 -1.1 -0.2 0.3
N -4.592 4.395 5.414 0.5 0.8 0.6
C -5.133 4.371 6.756 0.3 0.2 -0.5
C -3.158 4.744 5.376 -0.6 -0.7 0.0
H -6.295 3.641 4.556 0.0 0.0 -0.2
H -4.867 5.303 7.255 -0.4 0.2 0.0
H -4.613 3.607 7.336 -0.4 -0.4 0.1
H -6.213 4.250 6.682 0.1 -0.2 0.4
H -2.712 4.618 4.390 -0.3 -0.2 0.1
H -2.959 5.760 5.717 -0.3 0.1 0.1
H -2.738 4.039 6.094 0.7 0.1 -0.1
C 0.806 6.495 -1.954 0.3 -1.2 -0.6
O 1.729 6.226 -2.683 0.8 -0.2 -0.4
N 0.398 7.721 -1.677 -0.6 2.6 0.8
C -0.879 7.930 -1.041 -0.9 -0.7 0.7
C 1.007 8.920 -2.294 0.3 -0.3 0.4
H 0.217 5.681 -1.502 -0.2 0.2 0.3
H -1.239 7.011 -0.577 0.3 -0.3 0.0
H -1.696 8.168 -1.722 0.2 0.4 -0.4
H -0.903 8.634 -0.209 0.5 0.4 -0.3
H 2.078 8.818 -2.466 -0.3 -0.8 -0.6
H 0.429 9.176 -3.183 0.4 0.1 -0.2
H 1.053 9.782 -1.628 -0.9 -0.1 0.4
C -0.174 -0.122 9.799 0.9 0.3 -1.0
C -0.319 0.013 11.307 -0.5 -0.6 -0.8
C -1.824 -0.208 11.386 0.7 0.2 0.5
O -2.194 -1.016 10.283 -1.3 -0.9 0.5
C -1.162 -1.186 9.340 0.9 0.1 1.4
H 0.839 -0.472 9.598 0.1 0.7 -0.7
H -0.518 0.785 9.301 0.8 0.4 0.0
H 0.045 0.931 11.768 -0.2 0.1 -0.4
H 0.217 -0.803 11.793 -0.1 -0.1 0.1
H -2.359 0.736 11.281 -0.1 0.1 0.4
H -1.975 -0.686 12.353 -0.9 -0.1 -0.2
H -1.588 -1.153 8.337 0.2 0.4 0.0
H -0.620 -2.126 9.444 -0.5 -0.6 0.1
C 7.475 -3.408 5.337 0.5 -0.1 -0.1
C 6.330 -3.089 4.373 0.5 0.3 -0.4
C 5.116 -3.744 4.975 -0.5 -0.1 -0.3
O 5.621 -4.774 5.773 -0.5 -1.1 0.0
C 6.767 -4.285 6.370 1.3 0.2 1.1
H 7.969 -2.516 5.722 -0.4 0.1 0.4
H 8.301 -3.920 4.843 -0.2 -0.4 -0.1
H 6.501 -3.606 3.429 0.2 0.6 -0.2
H 6.209 -2.010 4.274 -0.1 -0.1 -0.5
H 4.526 -4.223 4.193 -0.4 0.2 0.2
H 4.523 -3.056 5.578 -0.2 0.1 0.0
H 7.362 -5.115 6.751 0.0 -0.1 -0.3
H 6.520 -3.702 7.257 -0.2 0.4 0.2
C -6.372 4.652 -4.440 0.6 0.8 0.9
C -6.978 3.725 -5.467 0.3 -1.7 0.8
C -8.411 4.174 -5.575 0.4 0.5 -1.0
O -8.519 5.385 -4.852 -0.8 0.9 0.4
C -7.561 5.433 -3.811 0.7 -1.0 -0.5
H -5.682 5.362 -4.897 0.0 0.1 0.1
H -5.838 4.112 -3.658 0.2 0.0 -0.1
H -6.893 2.720 -5.055 -0.3 -0.2 0.0
H -6.530 3.604 -6.454 0.4 0.7 0.1
H -9.121 3.404 -5.275 -0.2 0.2 0.1
H -8.500 4.433 -6.630 -1.0 0.0 0.0
H -7.962 5.026 -2.883 -0.1 -0.8 0.0
H -7.250 6.423 -3.480 -0.3 0.4 -0.8
C -11.754 -0.895 -0.034 -2.0 -1.5 1.5
C -10.956 -0.102 -0.984 -0.5 0.1 -1.7
C -9.586 -0.122 -0.344 -0.7 0.5 0.5
O -9.931 -0.089 1.034 2.5 1.6 1.0
C -11.169 -0.586 1.326 -0.6 -1.3 -0.4
H -11.693 -1.979 -0.136 0.1 0.0 -0.6
H -12.815 -0.660 0.045 -0.1 0.0 -0.7
H -11.450 0.866 -1.073 0.6 0.5 0.2
H -11.058 -0.526 -1.983 0.5 -0.1 -0.1
H -8.970 0.761 -0.513 0.0 -0.1 -0.3
H -9.022 -1.032 -0.547 0.0 -0.1 -0.3
H -11.826 0.078 1.886 0.4 0.4 0.3
H -11.014 -1.522 1.863 -0.4 0.0 0.5
C -5.945 -5.083 -4.147 0.5 2.0 1.7
C -5.498 -6.483 -4.198 -0.3 -2.4 2.6
C -4.620 -6.616 -5.367 0.2 0.6 -0.4
O -5.245 -5.696 -6.194 -0.3 0.8 -4.0
C -5.676 -4.549 -5.520 -0.6 -0.2 0.0
H -5.293 -4.487 -3.508 -0.3 -0.1 0.7
H -6.975 -5.031 -3.793 0.1 0.3 -0.1
H -6.432 -7.043 -4.244 0.3 -0.7 -0.6
H -4.998 -6.838 -3.297 -0.1 0.2 0.3
H -4.561 -7.592 -5.850 -0.3 0.1 0.0
H -3.598 -6.272 -5.214 0.3 -0.1 0.5
H -6.588 -4.120 -5.934 0.1 -0.3 -0.6
H -4.943 -3.742 -5.506 0.4 -0.1 -0.1
C 8.055 -5.894 -2.315 -0.7 0.6 1.1
C 8.364 -7.251 -2.857 0.0 -1.0 0.9
C 7.685 -7.274 -4.236 0.9 1.1 1.7
O 7.873 -5.901 -4.594 -1.4 0.2 -2.0
C 8.193 -5.044 -3.498 1.4 -0.4 -1.4
H 8.745 -5.527 -1.556 -0.2 -0.3 0.4
H 7.019 -5.839 -1.979 0.0 -0.1 0.4
H 7.987 -7.967 -2.127 0.2 -0.5 -0.3
H 9.452 -7.293 -2.890 0.0 -0.5 -0.4
H 6.631 -7.533 -4.137 -0.2 0.1 -0.1
H 8.167 -7.947 -4.946 0.0 0.3 -0.1
H 7.661 -4.093 -3.457 -0.3 -0.2 -0.4
H 9.254 -4.891 -3.696 0.3 0.9 0.4
C 5.612 5.746 8.816 -0.4 0.0 0.5
C 4.598 4.574 8.647 0.4 0.6 0.8
C 5.096 3.855 7.411 0.0 0.1 -0.1
O 6.287 4.525 7.015 0.5 -0.1 -1.7
C 6.834 5.344 8.019 -0.8 -0.6 1.0
H 5.832 5.948 9.864 0.0 0.1 0.0
H 5.256 6.668 8.355 -0.4 0.0 0.2
H 3.575 4.950 8.608 0.0 -0.1 -0.3
H 4.646 3.891 9.494 0.0 0.1 0.2
H 4.371 3.856 6.597 0.2 0.3 -0.2
H 5.296 2.802 7.612 0.2 -0.1 0.1
H 7.335 6.250 7.677 0.0 -0.3 -0.7
H 7.545 4.767 8.609 0.2 -0.1 0.2
C 9.861 2.912 -1.092 0.0 -1.7 -0.1
C 9.197 3.052 0.299 -1.6 -0.5 -1.4
C 9.246 4.542 0.420 1.0 0.3 2.0
O 10.501 4.864 -0.080 1.1 1.8 -1.0
C 10.826 4.054 -1.196 -0.2 -0.2 0.7
H 9.140 2.967 -1.907 -0.3 0.1 0.2
H 10.435 2.006 -1.290 -0.3 -0.4 0.4
H 9.622 2.445 1.098 0.3 0.5 0.0
H 8.130 2.836 0.243 0.0 -0.7 0.0
H 9.329 4.849 1.462 -0.5 0.1 0.2
H 8.431 5.106 -0.034 -0.2 -0.2 -0.4
H 11.858 3.752 -1.012 0.1 0.1 -0.5
H 10.646 4.453 -2.193 0.6 1.0 0.1
C -2.259 -5.933 3.675 0.1 0.0 0.8
C -3.680 -5.919 4.189 -0.5 -0.3 0.5
C -4.395 -5.059 3.192 1.3 0.1 -0.3
O -3.675 -5.286 1.966 -0.9 0.1 -0.8
C -2.493 -6.046 2.192 0.2 0.7 -0.1
H -1.680 -6.765 4.076 0.1 0.1 0.0
H -1.824 -4.987 3.996 0.5 0.0 -0.4
H -3.842 -5.371 5.117 0.3 -0.9 0.6
H -4.021 -6.955 4.176 -0.5 0.1 0.4
H -4.187 -4.036 3.507 -0.3 0.4 -0.2
H -5.475 -5.202 3.152 0.1 -0.2 -0.5
H -1.681 -5.623 1.601 0.0 0.2 0.0
H -2.602 -7.073 1.845 -0.3 -0.2 0.2
C -0.552 -0.183 -11.030 0.6 1.0 1.2
C -1.654 -0.060 -9.954 -0.7 -1.5 -0.5
C -2.823 0.329 -10.827 -1.7 1.2 0.6
O -2.679 -0.229 -12.100 1.2 -0.2 -0.4
C -1.272 -0.213 -12.381 0.2 -1.3 0.4
H 0.056 -1.072 -10.864 0.0 0.0 -0.1
H 0.110 0.677 -10.922 0.1 0.0 -0.2
H -1.500 0.529 -9.050 0.3 0.5 -0.5
H -1.933 -1.037 -9.559 0.4 -0.3 0.0
H -2.916 1.414 -10.877 0.2 0.5 -0.3
H -3.810 0.012 -10.490 0.1 -0.2 0.4
H -1.000 0.554 -13.105 -0.1 0.3 0.2
H -0.964 -1.184 -12.768 -0.5 0.0 -0.7
```
Forces are in eV/Å.